## a
Formula: CH5N3
Source: OMol25
Level of theory: ωB97M-V/def2-TZVPD

Summary:
* M: 59.07 g mol⁻¹
* Kohn-Sham gap: 9.53 eV

Last column: Löwdin charge in e.
Cartesian coordinates (Å):
N (-1.308, -0.155, 0.429)  0.118
C (-0.063, -0.056, -0.098)  -0.665
N (0.805, 0.880, 0.500)  0.024
N (0.462, -0.899, -0.894)  0.072
H (-1.978, -0.572, -0.224)  0.106
H (-1.597, 0.677, 0.945)  0.098
H (1.462, 1.542, -0.046)  0.118
H (1.511, 0.372, 1.053)  0.081
H (1.264, -0.461, -1.392)  0.048


## b
Formula: CH5N3
Source: OMol25
Level of theory: ωB97M-V/def2-TZVPD

Summary:
* M: 59.07 g mol⁻¹
* Kohn-Sham gap: 10.05 eV

Last column: Löwdin charge in e.
Cartesian coordinates (Å):
C (-0.918, 0.476, -0.140)  -0.114
N (1.410, -0.076, 0.672)  -0.088
N (1.299, -0.335, -0.672)  -0.076
N (0.559, 0.737, -0.113)  -0.181
H (-1.480, 0.885, 0.788)  0.086
H (-1.501, 0.971, -1.041)  0.105
H (-1.164, -0.613, -0.158)  0.057
H (0.980, -0.785, 1.330)  0.117
H (0.815, -1.260, -0.667)  0.094


It is a that is most stable; the runner-up trails by 0.1476 hartree.


## a
Formula: CH5N3
Source: OMol25
Level of theory: ωB97M-V/def2-TZVPD

Summary:
* M: 59.07 g mol⁻¹
* Kohn-Sham gap: 10.16 eV

Last column: Löwdin charge in e.
Cartesian coordinates (Å):
C (-1.084, 0.396, -0.017)  -0.360
H (1.403, -0.599, 0.947)  0.086
H (1.912, -0.438, -0.636)  0.062
H (0.586, 1.433, 0.135)  0.101
H (-1.637, 1.288, 0.222)  0.100
H (-0.905, -1.360, -0.288)  0.031
N (1.137, -0.574, -0.034)  0.020
N (0.269, 0.560, -0.242)  -0.106
N (-1.681, -0.707, -0.088)  0.066


## b
Formula: CH5N3
Source: OMol25
Level of theory: ωB97M-V/def2-TZVPD

Summary:
* M: 59.07 g mol⁻¹
* Kohn-Sham gap (alpha / beta): 9.36 / 8.98 eV

Last column: Löwdin charge in e.
Cartesian coordinates (Å):
C (0.716, -0.497, -1.142)  -0.171
N (-0.538, 0.388, 0.735)  -0.161
N (-1.297, 0.804, 1.798)  0.073
N (0.657, 0.517, -0.104)  -0.029
H (1.540, -0.280, -1.763)  0.055
H (1.076, -1.444, -0.854)  0.054
H (-0.256, -0.431, -1.628)  0.079
H (-1.059, -0.515, 0.645)  0.123
H (-0.840, 1.458, 2.312)  -0.023


It is a that is most stable; the runner-up trails by 0.1342 hartree.


## a
Formula: C20H21AsN2O4S2Ti
Source: OMol25
Level of theory: ωB97M-V/def2-TZVPD

Summary:
* M: 540.32 g mol⁻¹
* charge: +2
* Kohn-Sham gap: 6.90 eV

Last column: Löwdin charge in e.
Cartesian coordinates (Å):
Ti (0.034, 0.417, -0.399)  0.699
C (2.872, 1.721, 0.297)  -0.005
C (3.024, 0.554, -0.626)  -0.265
C (4.262, 0.213, -1.176)  0.031
C (4.362, -0.894, -1.976)  0.071
C (3.227, -1.676, -2.269)  -0.128
C (3.275, -2.825, -3.100)  0.016
C (2.133, -3.519, -3.368)  -0.021
C (0.895, -3.089, -2.837)  -0.054
C (0.825, -1.988, -2.029)  -0.514
S (-0.758, -1.409, -1.433)  0.787
C (2.004, -1.279, -1.720)  -0.205
N (1.929, -0.169, -0.894)  -0.015
H (3.773, 2.329, 0.325)  0.105
H (2.675, 1.382, 1.316)  0.082
H (2.060, 2.381, -0.023)  0.084
H (5.124, 0.822, -0.947)  0.135
H (5.321, -1.174, -2.398)  0.144
H (4.226, -3.133, -3.514)  0.134
H (2.160, -4.396, -4.000)  0.127
H (-0.006, -3.635, -3.086)  0.124
C (-1.849, -0.556, 4.463)  -0.227
As (-1.969, -0.516, 2.568)  0.829
C (-2.496, -2.241, 1.975)  -0.221
C (-3.304, 0.752, 2.089)  -0.219
S (0.070, -0.027, 1.927)  0.306
H (-2.835, -0.810, 4.851)  0.063
H (-1.542, 0.425, 4.819)  0.058
H (-1.120, -1.307, 4.755)  0.058
H (-3.471, -2.438, 2.422)  0.065
H (-1.761, -2.962, 2.325)  0.061
H (-2.568, -2.274, 0.892)  0.022
H (-4.168, 0.490, 2.701)  0.064
H (-3.549, 0.681, 1.034)  0.043
H (-2.958, 1.753, 2.333)  0.061
O (0.119, 1.944, -1.696)  -0.048
C (-1.030, 2.326, -1.277)  -0.457
O (-1.514, 1.548, -0.331)  -0.162
C (-1.727, 3.484, -1.762)  -0.121
C (-1.152, 4.241, -2.789)  0.037
C (-1.813, 5.361, -3.259)  -0.004
C (-3.036, 5.725, -2.703)  0.062
C (-3.574, 4.952, -1.689)  -0.099
C (-2.955, 3.830, -1.200)  0.091
N (-4.881, 5.343, -1.096)  -0.342
O (-5.323, 4.622, -0.223)  0.091
O (-5.418, 6.326, -1.548)  0.126
H (-0.199, 3.946, -3.208)  0.134
H (-1.385, 5.954, -4.054)  0.128
H (-3.570, 6.599, -3.050)  0.139
H (-3.419, 3.255, -0.412)  0.130


## b
Formula: C20H21AsN2O4S2Ti
Source: OMol25
Level of theory: ωB97M-V/def2-TZVPD

Summary:
* M: 540.32 g mol⁻¹
* charge: +2
* Kohn-Sham gap: 7.56 eV

Last column: Löwdin charge in e.
Cartesian coordinates (Å):
Ti (1.056, -0.544, -0.197)  0.952
C (-2.359, 0.692, 1.213)  0.008
C (-1.776, 1.125, -0.091)  -0.259
C (-2.491, 1.972, -0.971)  0.024
C (-1.964, 2.339, -2.178)  0.060
C (-0.690, 1.861, -2.574)  -0.133
C (-0.041, 2.109, -3.799)  0.029
C (1.182, 1.537, -4.070)  -0.023
C (1.817, 0.686, -3.148)  -0.030
C (1.236, 0.437, -1.921)  -0.187
S (2.790, 0.205, 1.122)  0.200
C (-0.021, 1.040, -1.657)  -0.257
N (-0.570, 0.705, -0.432)  0.026
H (-2.715, 1.557, 1.772)  0.100
H (-1.640, 0.133, 1.805)  0.073
H (-3.226, 0.055, 1.030)  0.110
H (-3.469, 2.317, -0.667)  0.134
H (-2.522, 2.988, -2.842)  0.141
H (-0.520, 2.741, -4.537)  0.135
H (1.656, 1.728, -5.023)  0.126
H (2.759, 0.224, -3.414)  0.123
C (2.789, 4.786, 2.873)  -0.214
As (2.745, 2.869, 2.949)  0.867
C (4.416, 2.183, 3.587)  -0.218
C (1.298, 2.235, 4.036)  -0.214
S (2.450, 2.255, 0.854)  0.213
H (2.940, 5.168, 3.882)  0.062
H (1.847, 5.162, 2.479)  0.055
H (3.616, 5.095, 2.236)  0.058
H (4.554, 2.536, 4.610)  0.063
H (5.217, 2.557, 2.952)  0.062
H (4.399, 1.096, 3.575)  0.037
H (1.463, 2.558, 5.064)  0.062
H (1.277, 1.147, 3.993)  0.045
H (0.363, 2.648, 3.661)  0.051
O (-0.163, -1.838, 1.090)  -0.020
C (-0.036, -2.624, 0.118)  -0.493
O (1.048, -2.409, -0.613)  -0.074
C (-1.037, -3.596, -0.297)  -0.127
C (-1.937, -4.107, 0.643)  0.021
C (-2.914, -4.997, 0.238)  -0.015
C (-3.020, -5.350, -1.102)  0.050
C (-2.131, -4.809, -2.013)  -0.107
C (-1.118, -3.953, -1.640)  0.084
N (-2.266, -5.148, -3.447)  -0.347
O (-1.614, -4.483, -4.227)  0.095
O (-3.022, -6.044, -3.732)  0.121
H (-1.850, -3.813, 1.680)  0.132
H (-3.601, -5.418, 0.958)  0.125
H (-3.780, -6.037, -1.448)  0.136
H (-0.427, -3.576, -2.381)  0.137


It is a that is most stable; the runner-up trails by 0.0726 hartree.


## a
Formula: C6H8FNO
Source: OMol25
Level of theory: ωB97M-V/def2-TZVPD

Summary:
* M: 129.13 g mol⁻¹
* Kohn-Sham gap (alpha / beta): 6.93 / 7.35 eV

Last column: Löwdin charge in e.
Cartesian coordinates (Å):
C (-0.979, 1.675, -0.368)  -0.012
C (-1.433, -0.769, -0.039)  -0.027
C (-1.828, 0.505, -0.080)  -0.278
C (1.160, 0.620, 0.108)  -0.111
C (-2.379, -1.749, 0.513)  -0.157
C (3.359, -0.304, 0.035)  -0.053
N (0.368, 1.535, -0.459)  -0.027
O (2.344, 0.607, -0.488)  -0.135
F (-3.235, 0.748, -0.132)  -0.047
H (-1.183, 2.772, -0.345)  0.136
H (-3.315, -1.374, 1.062)  0.091
H (-2.591, -2.545, -0.392)  0.137
H (-1.851, -2.456, 1.171)  0.064
H (3.934, -0.668, -0.844)  0.097
H (2.903, -1.092, 0.561)  0.055
H (4.003, 0.226, 0.799)  0.103
H (0.723, 2.269, -1.103)  0.166


## b
Formula: C6H8FNO
Source: OMol25
Level of theory: ωB97M-V/def2-TZVPD

Summary:
* M: 129.13 g mol⁻¹
* Kohn-Sham gap: 9.17 eV

Last column: Löwdin charge in e.
Cartesian coordinates (Å):
C (-2.656, 0.060, -0.027)  -0.228
C (-1.425, 0.661, 0.096)  -0.226
C (-0.310, -0.191, 0.134)  -0.164
C (-1.294, 2.162, 0.062)  -0.052
C (0.409, -2.490, -0.328)  -0.063
C (1.107, 0.364, 0.438)  -0.098
N (-3.716, -0.366, -0.051)  0.176
O (-0.582, -1.535, 0.073)  -0.108
F (1.724, 0.656, -0.794)  -0.064
H (-1.154, 2.623, 1.132)  0.126
H (-2.088, 2.684, -0.478)  0.088
H (-0.474, 2.387, -0.528)  0.040
H (-0.148, -3.101, -1.171)  0.125
H (0.572, -3.366, 0.424)  0.114
H (1.326, -2.023, -0.682)  0.077
H (1.012, 1.406, 1.021)  0.159
H (1.801, -0.211, 0.963)  0.095


## c
Formula: C6H8FNO
Source: OMol25
Level of theory: ωB97M-V/def2-TZVPD

Summary:
* M: 129.13 g mol⁻¹
* Kohn-Sham gap (alpha / beta): 7.78 / 7.78 eV

Last column: Löwdin charge in e.
Cartesian coordinates (Å):
C (0.714, 0.601, -0.939)  -0.034
C (1.922, 1.320, -0.899)  -0.173
C (2.236, 3.405, 0.238)  0.116
C (-0.242, 0.757, -0.027)  -0.218
C (-0.095, -2.125, 0.998)  -0.144
C (-1.380, -0.213, 0.384)  -0.126
N (2.145, 2.292, -0.140)  -0.029
O (-1.033, -1.591, 0.130)  -0.227
F (-0.237, 1.871, 0.820)  0.010
H (0.673, -0.236, -1.656)  0.137
H (2.671, 0.959, -1.492)  0.094
H (2.443, 3.889, 1.125)  0.028
H (0.483, -3.067, 0.598)  0.121
H (-0.732, -2.477, 1.879)  0.111
H (0.728, -1.502, 1.160)  0.053
H (-2.372, 0.051, -0.211)  0.164
H (-1.571, -0.246, 1.465)  0.117


It is b that is most stable; the runner-up trails by 0.0922 hartree.


## a
Formula: C3H8NO3
Source: OMol25
Level of theory: ωB97M-V/def2-TZVPD

Summary:
* M: 106.10 g mol⁻¹
* charge: +1
* Kohn-Sham gap: 11.66 eV

Last column: Löwdin charge in e.
Cartesian coordinates (Å):
O (-0.749, -2.143, 0.883)  0.186
C (-0.201, -1.558, 0.001)  -0.494
O (-0.118, -1.902, -1.284)  0.142
C (0.370, -0.181, 0.273)  -0.170
C (-0.696, 0.728, 0.870)  -0.180
O (-0.030, 1.964, 1.010)  -0.037
N (0.863, 0.476, -0.983)  0.250
H (-0.343, -2.843, -1.409)  0.165
H (1.137, -0.252, 1.028)  0.179
H (-0.972, 0.320, 1.839)  0.145
H (-1.593, 0.770, 0.237)  0.152
H (-0.615, 2.692, 1.245)  0.123
H (1.751, 0.061, -1.288)  0.190
H (0.115, 0.418, -1.676)  0.180
H (1.080, 1.451, -0.746)  0.168


## b
Formula: C3H8NO3
Source: OMol25
Level of theory: ωB97M-V/def2-TZVPD

Summary:
* M: 106.10 g mol⁻¹
* charge: +1
* Kohn-Sham gap: 11.67 eV

Last column: Löwdin charge in e.
Cartesian coordinates (Å):
O (-0.434, 0.318, 2.183)  0.191
C (0.099, 0.539, 1.148)  -0.448
O (1.224, 1.309, 1.119)  0.096
C (-0.327, 0.261, -0.345)  -0.114
C (-0.734, -1.243, -0.475)  -0.181
O (-0.971, -1.428, -1.849)  -0.031
N (0.955, 0.347, -1.175)  0.227
H (1.544, 1.431, 2.026)  0.150
H (-1.078, 0.920, -0.754)  0.170
H (-1.587, -1.391, 0.205)  0.152
H (0.091, -1.878, -0.135)  0.145
H (-1.898, -1.340, -2.087)  0.119
H (1.399, 1.268, -1.153)  0.175
H (1.542, -0.377, -0.754)  0.174
H (0.716, 0.112, -2.146)  0.174


It is a that is most stable; the runner-up trails by 0.0137 hartree.


## a
Formula: C4H8FNO
Source: OMol25
Level of theory: ωB97M-V/def2-TZVPD

Summary:
* M: 105.11 g mol⁻¹
* Kohn-Sham gap: 10.46 eV

Last column: Löwdin charge in e.
Cartesian coordinates (Å):
C (-1.079, 0.325, -0.415)  -0.202
C (0.430, 0.282, -0.222)  -0.464
C (1.042, -1.075, -0.365)  -0.089
C (1.036, 1.212, 0.720)  -0.070
H (-2.230, -0.218, 1.099)  0.079
H (-2.245, -1.331, -0.216)  0.072
H (-1.295, 0.125, -1.504)  0.138
H (-1.467, 1.309, -0.210)  0.113
H (1.134, -1.424, -1.385)  0.127
H (0.549, -1.822, 0.225)  0.111
H (1.981, 1.005, 1.189)  0.112
H (0.388, 1.934, 1.225)  0.120
N (-1.712, -0.715, 0.378)  0.011
O (1.112, 1.409, -0.687)  0.010
F (2.357, -1.017, 0.168)  -0.069


## b
Formula: C4H8FNO
Source: OMol25
Level of theory: ωB97M-V/def2-TZVPD

Summary:
* M: 105.11 g mol⁻¹
* Kohn-Sham gap: 9.83 eV

Last column: Löwdin charge in e.
Cartesian coordinates (Å):
C (-1.386, 1.206, -0.708)  0.009
C (-0.183, 0.584, -0.007)  -0.459
C (0.675, -0.496, -0.579)  -0.276
C (-0.280, -0.830, 0.515)  -0.200
H (-1.993, 0.426, -1.182)  0.086
H (-0.956, 1.851, -1.483)  0.088
H (-2.018, 1.813, -0.096)  0.073
H (0.210, 1.415, 1.710)  0.119
H (0.389, -0.805, -1.640)  0.174
H (2.428, 0.461, -0.255)  0.084
H (2.688, -1.083, -0.841)  0.091
H (0.173, -1.089, 1.497)  0.166
N (2.058, -0.495, -0.276)  0.047
O (0.580, 1.449, 0.806)  0.000
F (-1.436, -1.545, 0.272)  -0.001


It is b that is most stable; the runner-up trails by 0.0061 hartree.